{"formula": "C44H88O11", "method": "ωB97M-V with the def2-TZVPD basis set", "symbols": ["C", "C", "C", "O", "C", "H", "H", "H", "H", "H", "H", "H", "H", "C", "C", "C", "O", "C", "H", "H", "H", "H", "H", "H", "H", "H", "C", "C", "C", "O", "C", "H", "H", "H", "H", "H", "H", "H", "H", "C", "C", "C", "O", "C", "H", "H", "H", "H", "H", "H", "H", "H", "C", "C", "C", "O", "C", "H", "H", "H", "H", "H", "H", "H", "H", "C", "C", "C", "O", "C", "H", "H", "H", "H", "H", "H", "H", "H", "C", "C", "C", "O", "C", "H", "H", "H", "H", "H", "H", "H", "H", "C", "C", "C", "O", "C", "H", "H", "H", "H", "H", "H", "H", "H", "C", "C", "C", "O", "C", "H", "H", "H", "H", "H", "H", "H", "H", "C", "C", "C", "O", "C", "H", "H", "H", "H", "H", "H", "H", "H", "C", "C", "C", "O", "C", "H", "H", "H", "H", "H", "H", "H", "H"], "coordinates": [[3.46000, -2.96853, 1.29920], [3.04689, -3.87811, 2.39537], [4.31520, -4.78626, 2.51432], [5.38791, -3.90742, 2.21824], [4.93168, -2.74350, 1.57776], [2.84779, -2.06715, 1.27082], [3.25996, -3.50023, 0.36894], [2.17616, -4.48468, 2.14639], [2.96523, -3.26764, 3.29468], [4.21537, -5.60345, 1.79993], [4.34332, -5.24779, 3.50138], [5.48018, -2.50973, 0.66529], [5.05862, -1.93501, 2.29771], [-1.72916, 1.46159, 7.37833], [-1.70012, 1.63943, 5.86574], [-0.22528, 1.39500, 5.52796], [0.45347, 1.93937, 6.65579], [-0.42437, 2.10126, 7.74081], [-1.67655, 0.42707, 7.71760], [-2.58952, 1.93015, 7.85619], [-2.00021, 2.66583, 5.65468], [-2.31056, 0.91589, 5.32542], [0.03674, 1.88713, 4.59135], [-0.05360, 0.32140, 5.45036], [-0.57353, 3.16333, 7.93537], [0.03520, 1.71171, 8.64918], [1.01538, 4.49148, -2.69915], [0.55649, 3.08128, -2.37928], [0.25257, 2.54263, -3.75332], [1.31282, 3.02528, -4.58022], [1.86115, 4.25597, -3.96296], [1.60118, 4.96460, -1.91105], [0.19435, 5.19775, -2.82243], [-0.33662, 2.98360, -1.76209], [1.41356, 2.64941, -1.86253], [-0.68141, 2.94589, -4.14468], [0.14795, 1.45882, -3.80326], [1.63513, 5.05640, -4.66748], [2.93005, 4.13283, -3.78865], [-0.12026, 5.45195, 1.49818], [1.15385, 4.67766, 1.30607], [2.19806, 5.68028, 0.81865], [1.50861, 6.91103, 0.65398], [0.32570, 6.94440, 1.35615], [-0.60110, 5.29493, 2.46371], [-0.80518, 5.23542, 0.67837], [1.07063, 3.76485, 0.71618], [1.37533, 4.30069, 2.30454], [2.65234, 5.28116, -0.08823], [2.99070, 5.83128, 1.55147], [-0.30366, 7.63663, 0.79685], [0.54375, 7.35182, 2.34335], [-2.42631, 0.75823, -5.75905], [-3.12495, 1.80753, -6.58503], [-3.66635, 2.70699, -5.52638], [-3.31131, 2.13540, -4.25596], [-3.15911, 0.76603, -4.42089], [-1.37386, 0.98918, -5.59439], [-2.44273, -0.24383, -6.18765], [-3.89824, 1.38148, -7.22424], [-2.41824, 2.34329, -7.21877], [-4.73822, 2.84477, -5.66860], [-3.24132, 3.70433, -5.63932], [-4.14185, 0.30042, -4.49523], [-2.55547, 0.39550, -3.59238], [-0.07843, -0.36840, -0.76518], [0.54176, -0.26469, 0.61243], [-0.35436, 0.77301, 1.35358], [-1.60431, 0.69748, 0.66515], [-1.61690, -0.21002, -0.46579], [0.25345, -1.30177, -1.21992], [0.21370, 0.48151, -1.38195], [1.58723, 0.02733, 0.51337], [0.47226, -1.20573, 1.15807], [0.02630, 1.77760, 1.16922], [-0.54959, 0.48608, 2.38686], [-2.13557, 0.10900, -1.36984], [-2.09525, -1.12025, -0.10419], [0.35584, -2.53426, -5.42535], [-0.14516, -3.71052, -4.64566], [-1.21338, -3.09974, -3.71735], [-0.95009, -1.68600, -3.72289], [0.27368, -1.43749, -4.42801], [-0.28533, -2.32983, -6.28279], [1.34853, -2.69863, -5.84446], [0.73460, -4.14301, -4.16913], [-0.54458, -4.47086, -5.31680], [-1.10446, -3.48326, -2.70288], [-2.22989, -3.28246, -4.06581], [1.11219, -1.60924, -3.75311], [0.35513, -0.43749, -4.85400], [-1.99518, -2.99782, 4.56365], [-3.19390, -2.94695, 3.63156], [-2.66247, -2.40698, 2.34392], [-1.30697, -2.85408, 2.25108], [-0.76547, -2.74574, 3.61445], [-2.04065, -4.02827, 4.91607], [-2.05822, -2.29990, 5.39853], [-4.02730, -2.34920, 4.00068], [-3.54165, -3.96157, 3.43738], [-2.63131, -1.31894, 2.28656], [-3.19156, -2.70832, 1.43983], [-0.35300, -1.73753, 3.65304], [0.06819, -3.43843, 3.72975], [0.85007, -5.48394, -1.29408], [0.40692, -4.60278, -0.11695], [0.06923, -5.66074, 0.92962], [1.03768, -6.70225, 0.71773], [1.49435, -6.66949, -0.61684], [1.49728, -5.00146, -2.02650], [0.00949, -5.87763, -1.86550], [-0.44424, -3.96117, -0.34492], [1.23072, -3.95206, 0.17632], [-0.91583, -6.11922, 0.84275], [0.22287, -5.27165, 1.93615], [1.26286, -7.60656, -1.12321], [2.56225, -6.45854, -0.56034], [-3.95403, 3.54635, 3.61935], [-2.94175, 2.88363, 2.76956], [-3.34273, 3.40101, 1.42047], [-3.84898, 4.68276, 1.68001], [-3.98964, 4.96391, 3.05674], [-3.75115, 3.57276, 4.68998], [-4.95218, 3.10923, 3.59282], [-2.98940, 1.79525, 2.80504], [-1.95977, 3.22961, 3.09223], [-4.15620, 2.77442, 1.05476], [-2.53844, 3.41006, 0.68485], [-4.97002, 5.37502, 3.29747], [-3.20027, 5.54039, 3.53910], [4.13816, -1.18349, -1.71948], [3.59875, -2.46146, -2.26917], [3.91350, -2.30401, -3.73431], [3.81971, -0.91510, -4.00151], [3.81348, -0.14382, -2.78772], [5.22724, -1.22647, -1.70672], [3.75518, -0.95789, -0.72423], [2.53376, -2.59125, -2.07670], [4.15059, -3.32665, -1.90173], [3.21030, -2.86439, -4.35042], [4.93804, -2.64046, -3.89311], [2.80007, 0.24693, -2.69609], [4.62043, 0.58888, -2.77788]], "atomic_forces_ev_per_a": [[-0.636, 0.315, -0.904], [0.853, -1.026, 0.715], [-1.718, 0.716, -0.113], [0.789, -1.178, 0.260], [-0.573, 0.524, 0.022], [0.199, 0.196, -0.015], [0.464, 0.133, -0.354], [-0.117, 0.248, 0.409], [-0.442, -0.361, 0.325], [0.307, -0.059, -0.318], [0.643, 0.275, 0.117], [0.295, -0.199, 0.072], [0.030, 0.404, -0.133], [-0.119, -0.461, 0.087], [-0.050, -0.727, -0.137], [-1.181, 0.474, 0.674], [0.999, -0.158, -0.767], [0.174, 0.909, 0.934], [-0.297, -0.250, -0.367], [0.063, 0.017, -0.023], [0.029, -0.095, -0.318], [-0.339, 0.258, -0.032], [0.416, 0.083, 0.149], [0.255, -0.165, -0.069], [0.056, 0.335, -0.121], [0.040, -0.276, -0.034], [0.360, 0.464, 0.340], [-0.472, 0.352, 0.456], [0.459, 0.190, -0.271], [0.756, 0.418, 0.496], [-1.749, -0.461, -0.662], [0.179, -0.268, 0.101], [-0.167, -0.201, -0.557], [0.068, 0.263, 0.306], [-0.106, -0.824, -0.187], [-0.328, 0.144, 0.273], [0.434, -0.103, -0.075], [0.570, 0.065, -0.121], [-0.096, -0.030, -0.006], [-1.023, 1.420, -1.070], [0.353, -0.769, 1.498], [-0.283, -0.282, 0.575], [1.823, -0.191, -1.900], [-0.267, -0.743, 0.826], [-0.086, -0.164, -0.194], [-0.333, -0.051, 0.211], [-0.151, 0.310, -0.433], [0.641, -0.061, 0.054], [0.011, 0.694, -0.306], [0.139, -0.113, 0.104], [-0.501, -0.301, 0.279], [-0.314, 0.217, 0.365], [0.542, -2.087, 0.078], [0.601, -0.462, -0.789], [-0.393, 0.955, 0.424], [-0.827, 2.179, 0.361], [0.705, 0.251, -0.912], [-0.047, 0.206, 0.053], [0.002, -0.034, -0.295], [-0.024, -0.019, 0.066], [-0.050, -0.123, -0.128], [-0.305, -0.197, 0.509], [0.162, 0.041, 0.573], [-0.089, -0.479, 0.138], [-0.237, -0.242, -0.104], [-1.081, -0.267, 0.464], [-0.132, 0.524, 0.658], [0.163, -1.046, -1.857], [-1.269, 0.347, -0.721], [2.115, -0.522, 0.682], [-0.413, 0.042, -0.350], [0.128, -0.067, -0.132], [0.072, 0.108, 0.358], [0.080, -0.196, -0.184], [0.093, 0.157, 0.698], [0.324, 0.441, 0.160], [-0.206, 0.709, 0.446], [0.160, -0.326, -0.232], [-0.044, 0.101, -1.614], [-0.211, -0.685, -0.385], [0.990, 0.061, -0.094], [-0.196, 0.437, -0.148], [0.347, -0.366, 0.558], [-0.215, 0.105, -0.044], [0.121, 0.115, 0.179], [-0.314, -0.148, 0.633], [-0.108, -0.111, 0.164], [-0.126, 0.004, 0.155], [0.004, 0.083, -0.043], [0.230, 0.441, 0.402], [-0.436, 0.001, 0.247], [0.649, -0.380, -0.446], [-0.763, 0.144, -0.336], [0.788, 0.689, -0.985], [0.276, -0.662, 1.002], [-1.089, 0.058, -0.876], [0.766, 0.194, 0.532], [0.136, -0.050, -0.074], [-0.008, -0.073, 0.067], [-0.187, 0.028, 0.147], [-0.214, 0.408, 0.358], [0.001, -0.359, 0.080], [-0.080, 0.227, 0.580], [-0.207, -0.162, -0.091], [-0.745, 0.004, -0.466], [-0.475, -0.269, -0.636], [0.923, -0.011, 0.099], [-0.400, 0.048, 0.601], [0.799, 0.452, 0.116], [0.144, 0.106, 0.182], [-0.391, 0.346, 0.018], [-0.015, -0.011, -0.020], [-0.060, -0.116, 0.291], [-0.281, 0.402, -0.116], [-0.260, -0.160, 0.071], [0.269, -0.082, 0.025], [0.331, -0.593, -0.197], [-0.982, 0.697, 2.109], [0.472, -1.087, 0.162], [0.081, -0.571, 0.116], [-0.075, 2.299, -0.965], [-0.605, -1.982, 0.493], [0.397, -0.107, 0.088], [-0.044, -0.215, -0.553], [0.217, 0.003, 0.031], [0.280, -0.095, -0.220], [-0.047, -0.099, -0.344], [-0.035, 0.201, -0.010], [0.109, 0.516, -0.420], [0.257, 0.430, -0.545], [0.194, 0.703, 0.536], [0.159, -0.879, -0.022], [-0.126, 0.153, 0.256], [0.057, 0.500, -0.618], [-0.184, -1.303, 0.033], [0.103, -0.195, 0.399], [0.130, 0.185, -0.012], [-0.105, 0.038, 0.029], [-0.249, -0.125, 0.289], [0.139, 0.098, -0.317], [0.089, -0.136, -0.370], [0.134, 0.562, 0.199], [-0.441, 0.389, -0.408]], "lowdin_charge": [-0.2097, -0.1602, -0.1715, -0.1176, -0.1997, 0.1004, 0.0905, 0.0874, 0.1201, 0.1120, 0.1182, 0.1115, 0.1235, -0.1681, -0.1715, -0.1897, -0.1213, -0.2387, 0.1123, 0.1159, 0.0985, 0.1094, 0.1079, 0.1080, 0.1163, 0.1201, -0.1657, -0.1843, -0.2141, -0.1460, -0.1391, 0.0864, 0.1175, 0.1146, 0.1092, 0.1157, 0.0941, 0.1124, 0.1157, -0.1450, -0.1735, -0.1838, -0.1384, -0.2060, 0.1002, 0.1047, 0.0844, 0.1063, 0.0992, 0.1165, 0.1243, 0.1135, -0.1735, -0.1726, -0.2019, -0.1424, -0.2110, 0.0931, 0.1101, 0.1129, 0.1139, 0.1150, 0.1180, 0.1254, 0.0985, -0.1399, -0.1578, -0.1627, -0.1775, -0.1241, 0.0963, 0.0892, 0.1012, 0.0892, 0.1002, 0.1003, 0.1015, 0.0967, -0.1897, -0.1603, -0.1509, -0.1557, -0.2002, 0.1171, 0.1156, 0.0939, 0.1145, 0.0963, 0.1198, 0.0977, 0.1151, -0.1317, -0.1771, -0.2242, -0.1791, -0.1355, 0.1052, 0.1015, 0.1166, 0.1130, 0.1075, 0.1231, 0.0941, 0.1036, -0.1729, -0.1492, -0.1829, -0.1410, -0.2158, 0.0934, 0.1099, 0.0999, 0.0828, 0.1241, 0.0947, 0.1206, 0.1128, -0.2017, -0.1997, -0.2149, -0.1243, -0.1926, 0.0983, 0.1207, 0.1095, 0.1075, 0.1260, 0.1082, 0.1200, 0.1138, -0.1803, -0.1966, -0.2101, -0.1364, -0.1646, 0.1199, 0.0994, 0.0976, 0.1157, 0.1052, 0.1223, 0.1081, 0.1213], "smiles": "C1CCOC1.C1CCOC1.C1CCOC1.C1CCOC1.C1CCOC1.C1CCOC1.C1CCOC1.C1CCOC1.C1CCOC1.C1CCOC1.C1CCOC1", "homo_ev": -9.36, "homo_lumo_gap_ev": 9.82, "lumo_energy_ev": 0.4544, "total_charge": 0, "multiplicity": 1, "relative_energy_kj_mol": 115.7}